(1)
{
  "formula": "C5H10OS2",
  "method": "wB97M-V/def2-TZVPD",
  "e_above_lowest_kj_mol": 682.5,
  "gap_ev": 6.9,
  "elements": ["C", "C", "C", "C", "C", "H", "H", "H", "H", "H", "H", "H", "H", "H", "H", "O", "S", "S"],
  "xyz": [[-2.576424, 0.077010, 0.431467], [-0.020952, -0.767414, 0.111227], [1.015052, -0.715067, -0.907274], [0.536992, 0.622073, -0.260022], [1.312033, 0.943513, 1.026726], [-2.444368, 1.191603, -0.021222], [-2.028510, 0.026023, 1.655755], [-3.612327, -0.574003, 0.382876], [-0.139124, -0.923362, 1.302206], [0.772861, -1.131281, -2.001856], [2.058100, -2.168882, -0.492649], [0.818412, 1.116910, 2.055428], [2.066814, 1.804686, 0.780148], [1.954668, -0.013673, 1.209746], [-0.186742, 0.923508, -2.883967], [2.370442, -1.240789, -0.662623], [-1.633337, -1.099727, -0.695296], [-0.263590, 1.928878, -1.030667]],
  "forces_ev_per_angstrom": [[0.210, -0.981, 1.200], [-3.924, 0.115, 1.337], [2.681, -0.649, -1.495], [0.941, -2.727, 1.843], [3.473, 0.400, 0.263], [-0.965, -2.880, 1.341], [-1.952, 0.100, -3.863], [2.137, 2.700, 0.586], [0.996, -0.285, -3.055], [-0.139, 1.800, 2.335], [1.299, 0.885, -0.037], [-0.028, 0.014, -2.087], [-1.288, -1.449, 0.845], [-0.813, 1.913, -0.226], [-0.254, 2.017, 3.193], [-2.508, -0.697, 0.340], [0.245, 0.766, 1.739], [-0.111, -1.043, -4.260]]
}

***

(2)
{
  "formula": "C28H20LaN5O9S",
  "method": "wB97M-V/def2-TZVPD",
  "total_charge": -2,
  "e_above_lowest_kj_mol": 45.6,
  "gap_ev": 7.3,
  "elements": ["La", "O", "C", "C", "C", "C", "C", "C", "C", "N", "N", "C", "O", "C", "C", "C", "C", "C", "C", "H", "H", "H", "H", "H", "H", "H", "H", "H", "H", "O", "C", "O", "C", "C", "C", "N", "C", "C", "C", "O", "O", "H", "H", "H", "N", "C", "C", "C", "C", "C", "C", "S", "O", "O", "O", "H", "H", "H", "H", "H", "H", "N", "C", "H"],
  "xyz": [[-0.306423, 0.013210, 0.065642], [-0.932159, 2.213449, 0.480591], [-0.589975, 3.456061, 0.288772], [-1.457912, 4.505220, 0.637793], [-1.119349, 5.817564, 0.379904], [0.094424, 6.152238, -0.224316], [0.964524, 5.130616, -0.552273], [0.657736, 3.787633, -0.304415], [1.721135, 2.823575, -0.659195], [1.702545, 1.556261, -0.502777], [2.912614, 0.902499, -0.872646], [2.777271, -0.392486, -0.826342], [1.722498, -1.081963, -0.560161], [4.022098, -1.188968, -1.106572], [5.117557, -0.634819, -1.762722], [6.245684, -1.402051, -2.003662], [6.294784, -2.726799, -1.584945], [5.205384, -3.280905, -0.929721], [4.069001, -2.515945, -0.699338], [-2.398324, 4.240296, 1.101832], [-1.820007, 6.598269, 0.654247], [0.351452, 7.181962, -0.430290], [1.921638, 5.356655, -1.010790], [2.639468, 3.248712, -1.073804], [5.066281, 0.400133, -2.071925], [7.090541, -0.965360, -2.522143], [7.177865, -3.325059, -1.772770], [5.230393, -4.311913, -0.599795], [3.202822, -2.931189, -0.203077], [-6.241670, -2.988660, 3.587518], [-6.115099, -1.773132, 3.321517], [-6.848115, -0.808161, 3.630918], [-4.923261, -1.432027, 2.436572], [-5.063335, -0.682991, 1.272467], [-3.949385, -0.388430, 0.513379], [-2.708987, -0.749406, 0.861434], [-2.567326, -1.477512, 1.986943], [-3.637371, -1.861414, 2.768607], [-1.142232, -1.908389, 2.371942], [-0.950486, -3.048450, 2.757239], [-0.247525, -0.981206, 2.174783], [-6.038880, -0.324484, 0.975633], [-4.039289, 0.165976, -0.415527], [-3.477758, -2.493652, 3.630236], [-0.698285, 1.024414, -2.524935], [-1.642403, 0.589363, -3.521458], [-1.284622, -0.404810, -4.422107], [-2.168471, -0.800560, -5.410874], [-3.431089, -0.223041, -5.521702], [-3.790905, 0.738206, -4.586257], [-2.908620, 1.143535, -3.589955], [-4.506912, -0.604488, -6.901854], [-4.037905, 0.227369, -7.994594], [-5.828390, -0.243001, -6.411603], [-4.289343, -2.027059, -7.120895], [-0.860692, 1.999644, -2.299521], [0.235794, 0.959402, -2.911548], [-0.305882, -0.870581, -4.361721], [-1.876655, -1.570724, -6.113270], [-4.778141, 1.176547, -4.648690], [-3.208821, 1.913764, -2.886254], [-0.969096, -3.504447, -0.232089], [-1.011518, -2.537967, -0.866203], [-0.925889, -4.139977, 0.545444]],
  "forces_ev_per_angstrom": [[-0.347, 0.501, -0.268], [0.014, 0.232, 0.047], [0.208, -0.575, -0.186], [0.094, 0.192, -0.073], [-0.121, 0.012, 0.071], [0.049, -0.153, -0.020], [-0.068, 0.111, 0.043], [0.621, -0.141, -0.235], [-0.291, 0.388, 0.205], [0.402, -0.400, -0.208], [-0.614, 0.474, 0.188], [0.349, -0.465, -0.121], [0.187, 0.413, -0.018], [-0.104, 0.148, -0.060], [0.001, 0.018, 0.055], [0.021, 0.000, -0.012], [-0.001, 0.014, -0.004], [-0.093, 0.039, 0.020], [0.048, -0.064, -0.028], [-0.023, 0.011, 0.000], [0.027, 0.027, -0.017], [-0.018, 0.022, 0.010], [-0.010, 0.041, 0.001], [-0.059, 0.082, 0.030], [0.013, -0.004, -0.009], [0.010, -0.010, -0.001], [0.010, 0.004, -0.005], [0.028, -0.008, -0.008], [0.003, -0.020, 0.004], [0.307, 0.321, -0.003], [-0.914, -0.291, 0.121], [0.386, -0.109, -0.132], [0.358, 0.042, 0.054], [-0.018, 0.026, 0.052], [0.059, -0.016, -0.087], [0.098, -0.098, 0.465], [0.013, -0.229, 0.189], [-0.146, -0.003, -0.126], [-0.241, 0.784, -0.371], [0.179, -0.166, 0.129], [-0.385, -0.804, 0.278], [-0.016, 0.006, 0.011], [-0.008, 0.008, 0.013], [-0.008, -0.010, 0.013], [-0.161, -0.168, -0.107], [0.070, -0.054, 0.020], [0.049, -0.047, 0.002], [-0.161, -0.081, -0.152], [0.456, 0.344, 0.246], [-0.086, -0.027, -0.030], [-0.119, 0.031, -0.055], [-0.247, -0.363, 0.170], [0.219, 0.267, -0.138], [-0.061, -0.059, -0.039], [-0.070, -0.057, 0.000], [0.033, 0.097, 0.080], [0.148, 0.049, 0.047], [0.013, 0.041, 0.051], [-0.065, 0.010, -0.043], [-0.011, -0.009, -0.036], [0.037, -0.007, 0.029], [0.034, 0.077, 0.096], [0.008, -0.377, -0.197], [-0.087, -0.018, 0.051]]
}

***

(3)
{
  "formula": "C4H8O2",
  "method": "wB97M-V/def2-TZVPD",
  "e_above_lowest_kj_mol": 180.9,
  "smiles": "C[C@@]1(O)C[C@H]1O",
  "gap_ev": 10.3,
  "elements": ["C", "C", "O", "C", "C", "O", "H", "H", "H", "H", "H", "H", "H", "H"],
  "xyz": [[1.325835, 0.466380, -0.420962], [0.243517, -0.381386, 0.203887], [0.696222, -1.610041, 0.703025], [-0.902953, 0.294458, 0.929699], [-1.129533, -0.426459, -0.377462], [-1.514844, 0.226125, -1.546820], [2.017514, 0.847134, 0.340217], [0.921069, 1.341664, -0.941918], [1.896987, -0.128547, -1.140112], [1.193472, -1.428702, 1.511920], [-1.285331, -0.162181, 1.839728], [-0.917121, 1.382828, 0.918626], [-1.627207, -1.388234, -0.310015], [-0.917628, 0.966961, -1.709814]],
  "forces_ev_per_angstrom": [[0.028, 0.031, -0.046], [-0.061, 0.257, -0.201], [0.114, -0.006, 0.221], [-0.041, 0.090, 0.124], [-0.058, -0.249, 0.203], [0.194, 0.233, -0.078], [-0.106, -0.091, -0.077], [0.056, -0.100, 0.091], [-0.093, 0.073, 0.070], [-0.063, -0.104, -0.104], [0.076, 0.051, -0.186], [-0.001, -0.166, -0.035], [0.093, 0.103, 0.014], [-0.137, -0.124, 0.002]]
}

***

(4)
{
  "formula": "C4H8ErF3O5S",
  "method": "wB97M-V/def2-TZVPD",
  "total_charge": 2,
  "multiplicity": 4,
  "gap_ev": [7.6, 7.8],
  "elements": ["O", "O", "C", "O", "C", "Er", "H", "H", "H", "H", "H", "S", "O", "O", "C", "F", "F", "F", "C", "H", "H", "H"],
  "xyz": [[0.435116, 1.000813, -0.474290], [1.753183, 1.222080, 1.902353], [2.423688, 0.137962, 2.369442], [1.414801, -0.912230, 2.466334], [1.810918, -2.193919, 2.908512], [-0.317278, 0.461565, 1.722118], [2.856196, 0.269785, 3.378891], [3.187577, -0.225939, 1.656293], [0.938315, -2.851242, 2.845443], [2.597303, -2.585236, 2.248101], [2.137242, -2.120662, 3.955762], [0.678214, 0.410270, -2.073567], [2.022530, -0.115065, -2.183404], [0.196671, 1.433390, -3.163280], [-0.521615, -1.006189, -2.332759], [-0.022209, -2.102758, -1.816442], [-1.656559, -0.727180, -1.704062], [-0.768644, -1.181462, -3.607472], [1.067783, 1.758568, -4.281633], [0.539188, 2.546340, -4.821919], [1.183389, 0.893724, -4.943276], [2.032659, 2.077733, -3.873511]],
  "forces_ev_per_angstrom": [[-0.877, -2.256, -4.285], [-3.323, -0.548, 0.305], [1.167, -0.037, 0.135], [-2.232, 1.101, -0.752], [0.301, -1.156, 0.481], [5.429, 0.979, -1.463], [-0.141, 0.017, -0.364], [-0.215, 0.177, 0.255], [0.217, 0.095, 0.059], [-0.135, 0.139, 0.320], [0.060, -0.160, -0.380], [1.775, 1.299, 3.697], [-2.283, 1.107, -0.235], [-0.327, -1.365, 2.625], [-1.162, -0.740, -0.358], [0.541, 0.167, 0.243], [-0.132, 0.411, 0.309], [0.457, 0.429, 0.098], [1.084, 0.218, -1.017], [0.152, -0.038, 0.340], [-0.068, 0.082, 0.331], [-0.289, 0.078, -0.344]]
}

***

(5)
{
  "formula": "CH9N2",
  "method": "wB97M-V/def2-TZVPD",
  "total_charge": 1,
  "e_above_lowest_kj_mol": 31.4,
  "gap_ev": 12.1,
  "elements": ["N", "H", "H", "H", "H", "C", "N", "H", "H", "H", "H", "H"],
  "xyz": [[1.562938, 1.335131, -0.177902], [2.345155, 1.858560, 0.208316], [1.589419, 1.483570, -1.184092], [-0.118714, 0.627436, 0.257375], [1.918475, 0.369021, -0.119858], [-0.972286, -1.263502, -0.283936], [-0.861068, -0.042087, 0.590646], [-0.860536, -0.945151, -1.314060], [-0.210301, -1.961936, 0.033036], [-1.935652, -1.722378, -0.097226], [-0.745855, -0.259140, 1.576780], [-1.711572, 0.520472, 0.510918]],
  "forces_ev_per_angstrom": [[0.310, -1.318, -0.308], [-0.321, 0.361, 0.075], [-0.017, 0.417, -0.006], [0.563, -0.242, 0.478], [-0.041, 0.318, 0.088], [-0.019, 0.210, 0.639], [-0.671, 0.681, -0.714], [-0.006, -0.156, -0.038], [0.267, -0.059, -0.226], [-0.136, 0.009, -0.178], [0.208, -0.033, 0.060], [-0.136, -0.189, 0.131]]
}

***

(6)
{
  "formula": "C29H51N5OReSSi4Te",
  "method": "wB97M-V/def2-TZVPD",
  "total_charge": 2,
  "multiplicity": 2,
  "e_above_lowest_kj_mol": 181.1,
  "gap_ev": [5.0, 5.3],
  "elements": ["Re", "S", "C", "C", "C", "N", "C", "C", "C", "C", "C", "N", "C", "C", "H", "H", "H", "H", "H", "H", "H", "H", "C", "Si", "C", "C", "C", "Te", "C", "Si", "C", "C", "C", "H", "H", "H", "H", "H", "H", "H", "H", "H", "H", "H", "H", "H", "H", "H", "H", "H", "H", "H", "H", "H", "H", "N", "C", "O", "C", "C", "N", "C", "N", "H", "H", "C", "Si", "C", "C", "C", "Si", "C", "C", "C", "H", "H", "H", "H", "H", "H", "H", "H", "H", "H", "H", "H", "H", "H", "H", "H", "H", "H", "H"],
  "xyz": [[-0.619019, -0.535794, 0.226084], [-1.002499, 3.320334, 5.594402], [-0.797789, 2.380304, 4.165730], [0.413716, 1.892401, 3.656669], [0.409987, 1.090302, 2.548566], [-0.715448, 0.720616, 1.888519], [-1.879527, 1.257798, 2.337843], [-1.959460, 2.061912, 3.438145], [0.670506, 3.587861, 6.149882], [1.373656, 2.590085, 6.807314], [2.647816, 2.900787, 7.265557], [3.201394, 4.098589, 7.109109], [2.510464, 5.047445, 6.489852], [1.229015, 4.844114, 5.985958], [1.355456, 2.136973, 4.126947], [1.346085, 0.716025, 2.159569], [-2.780124, 1.052705, 1.778234], [-2.923411, 2.443909, 3.746659], [0.945251, 1.611456, 6.979124], [3.243261, 2.163890, 7.791417], [2.994220, 6.011777, 6.391990], [0.690999, 5.644137, 5.496323], [-0.520474, -1.685364, -2.455839], [-2.213873, -2.357576, -2.985570], [-2.406253, -2.316499, -4.831997], [-2.398494, -4.066228, -2.263335], [-3.415664, -1.080324, -2.258531], [-3.308818, -0.822925, -0.179254], [-4.158816, -2.694346, 0.348234], [-5.678832, -2.348066, 1.488205], [-4.921712, -1.513288, 3.003544], [-6.846665, -1.231901, 0.553033], [-6.479617, -3.980726, 1.883764], [0.315254, -2.223792, -2.901943], [-0.397773, -1.844241, -1.354097], [-0.404975, -0.629330, -2.708157], [-1.669999, -2.969225, -5.306412], [-2.275100, -1.312381, -5.238054], [-3.395464, -2.673789, -5.124098], [-1.699905, -4.743607, -2.761603], [-3.398589, -4.473443, -2.423308], [-2.185614, -4.092196, -1.194970], [-4.461359, -1.314795, -2.471816], [-3.196522, -0.098659, -2.680904], [-3.430317, -3.291461, 0.898523], [-4.445782, -3.211094, -0.566594], [-3.861900, -1.285193, 2.854385], [-4.985823, -2.164583, 3.877207], [-5.434848, -0.583862, 3.257651], [-6.362559, -0.344204, 0.136304], [-7.648567, -0.886583, 1.208761], [-7.318145, -1.777053, -0.268240], [-5.793061, -4.685320, 2.355859], [-6.882675, -4.449517, 0.984148], [-7.315377, -3.819187, 2.568602], [0.159480, 2.917930, -0.894372], [-1.099250, 2.462914, -0.932593], [-1.263775, 1.156006, -0.923880], [-2.147541, 3.406202, -0.967796], [-3.478642, 2.948648, -1.004556], [-4.496854, 2.405165, -1.016412], [-1.814505, 4.779694, -0.880693], [-1.482441, 5.874083, -0.750775], [0.342162, 3.906695, -0.981587], [0.936265, 2.282724, -0.947935], [1.528231, -3.825542, 3.170367], [0.221783, -3.384360, 1.916567], [-1.359098, -2.857318, 2.803075], [-0.133757, -4.821993, 0.780058], [0.804165, -1.762458, 1.022960], [2.333649, -1.957511, -0.158888], [3.861412, -1.900712, 0.908861], [2.273971, -3.512631, -1.191262], [2.368654, -0.414959, -1.278633], [1.160042, -4.638242, 3.801633], [1.775261, -2.986621, 3.824057], [2.449827, -4.172578, 2.700412], [-1.921853, -3.720653, 3.165791], [-2.010513, -2.280893, 2.140755], [-1.131086, -2.231210, 3.669967], [-0.803639, -5.513204, 1.297231], [0.775935, -5.373862, 0.542186], [-0.606590, -4.534310, -0.158315], [1.258391, -1.228557, 1.871474], [3.849642, -2.647907, 1.703159], [3.993484, -0.919793, 1.371106], [4.743010, -2.093105, 0.292307], [2.615636, -4.372458, -0.612030], [2.955304, -3.403403, -2.038552], [1.285264, -3.753305, -1.580284], [1.483840, 0.230952, -1.186417], [2.448725, -0.687496, -2.332096], [3.234631, 0.204708, -1.036197]],
  "forces_ev_per_angstrom": [[-0.207, 1.625, -0.550], [0.116, 0.016, -0.015], [-0.148, -0.044, -0.040], [0.054, 0.059, 0.026], [0.030, 0.020, -0.147], [-0.205, -0.032, -0.007], [-0.097, -0.008, 0.048], [0.123, 0.000, 0.083], [-0.173, 0.036, -0.054], [0.074, -0.021, 0.082], [-0.087, 0.062, -0.054], [0.175, 0.042, 0.025], [-0.079, -0.106, 0.001], [0.093, 0.022, 0.016], [0.003, -0.024, -0.002], [0.025, 0.044, -0.009], [0.033, -0.097, -0.027], [-0.014, -0.001, -0.049], [-0.019, 0.010, 0.005], [-0.025, -0.026, -0.006], [-0.014, 0.007, -0.003], [-0.005, -0.008, -0.007], [-0.201, 0.347, -0.184], [-0.028, 0.100, -0.092], [0.151, -0.054, 0.083], [-0.068, 0.078, -0.124], [0.216, -0.196, -0.206], [-0.306, -0.211, 0.285], [-0.201, -0.079, 0.363], [0.050, 0.022, 0.069], [-0.153, -0.007, -0.085], [0.099, -0.091, -0.009], [0.064, 0.063, -0.035], [0.068, -0.013, 0.142], [0.072, -0.307, 0.191], [-0.030, -0.002, 0.024], [-0.018, 0.004, -0.022], [-0.015, 0.006, 0.014], [-0.008, 0.011, 0.013], [0.018, 0.014, 0.013], [-0.005, 0.002, 0.005], [-0.101, 0.000, -0.024], [-0.027, 0.029, 0.106], [-0.064, 0.071, 0.003], [0.022, -0.027, -0.133], [0.170, 0.073, -0.091], [-0.018, 0.052, 0.066], [0.031, -0.018, -0.012], [0.002, -0.004, -0.027], [-0.049, 0.060, 0.031], [0.020, 0.019, 0.004], [0.012, 0.016, -0.012], [0.008, 0.019, 0.019], [0.001, 0.000, 0.000], [0.008, -0.013, 0.006], [0.532, -0.144, 0.155], [-0.257, 1.289, 0.142], [0.708, -1.748, 0.743], [0.729, -1.167, 0.058], [-0.306, -0.626, 0.038], [0.073, 0.051, 0.032], [-0.129, 0.100, 0.064], [0.107, 0.004, -0.067], [0.010, 0.000, -0.001], [-0.027, 0.053, -0.114], [0.079, 0.123, -0.148], [-0.552, -0.112, 0.214], [0.220, -0.119, 0.033], [0.127, 0.151, 0.016], [-0.490, 0.463, -1.014], [0.248, 0.102, -0.210], [-0.117, -0.076, 0.037], [-0.021, 0.024, 0.146], [-0.006, -0.053, 0.230], [-0.052, 0.000, -0.029], [-0.010, -0.002, 0.001], [-0.013, -0.026, 0.012], [-0.015, 0.017, 0.005], [-0.014, -0.039, 0.072], [-0.011, 0.049, -0.040], [-0.014, 0.015, 0.006], [-0.010, 0.006, -0.036], [0.042, -0.031, 0.033], [-0.180, 0.127, 0.031], [0.017, -0.005, -0.015], [-0.007, 0.003, -0.003], [-0.009, 0.025, -0.014], [0.010, 0.005, -0.005], [0.005, 0.010, 0.008], [0.012, -0.007, -0.008], [0.019, 0.007, -0.106], [-0.079, 0.016, 0.001], [0.008, -0.026, 0.037]]
}

***

Maximum force? In order: 4.39, 0.97, 0.33, 5.71, 1.39, 2.03 eV Å⁻¹.
E? In order: -1067.856092, -2460.035063, -307.643522, -2245.555618, -152.764473, -3386.592007 a.u..